Molecular formula: C2H3N3O3
Method: DFT, wB97M-V/def2-TZVPD

Geometry as ORCA input:
```
! RIJCOSX wB97M-V def2-TZVPD def2/J DEFGRID3
* xyz 0 1
C -0.744 0.233 -0.109
C 1.364 -0.338 -0.125
H -2.080 -1.501 -0.322
H 2.476 -1.705 0.515
H -0.571 2.375 0.148
N -2.005 0.309 0.155
N 0.095 -0.812 -0.392
N -0.009 1.477 -0.440
O -2.731 -0.805 0.217
O 2.603 -0.788 0.030
O 1.364 0.923 0.477
*
```

The total energy is -467.7823 a.u. For the max |F|, the calculation gives 0.1062 hartree/bohr. Its HOMO energy is -9.078 eV. The relative energy (zero: lowest compared OMol25 entry of this formula, charge and spin) comes out at 478.0 kJ/mol. The frontier orbital gap is 8.77 eV.